Entry 1:
The following is a quantum chemistry calculation of the molecule C6H4O, from the OMol25 dataset.

As for the total energy: -306.0883 Eh. Its HOMO energy is -8.90 eV. The calculation puts the LUMO energy at 0.477 eV.

Each line ends with the Löwdin charge.
Positions of all 11 atoms, in Å:
C 2.9335 0.5625 0.4427  0.15
C 1.7674 0.3386 0.2458  -0.05
C 0.4075 0.0804 -0.0534  -0.28
C -0.7276 0.2085 0.6247  -0.01
C -1.7932 -0.3470 -0.2646  -0.19
C -1.1370 -0.5916 -1.6103  0.00
O 0.1473 -0.4110 -1.3704  -0.03
H 3.9692 0.7671 0.5987  0.04
H -0.8395 0.6267 1.6187  0.12
H -2.7577 0.1648 -0.2711  0.11
H -1.9698 -1.3990 0.0391  0.14



Entry 2:
The following is a quantum chemistry calculation of the molecule C5H10O2, from the OMol25 dataset.

As for the total energy: -346.8808 Eh. Its HOMO energy is -8.55 eV. The calculation puts the LUMO energy at 0.906 eV.

Each line ends with the Löwdin charge.
Positions of all 17 atoms, in Å:
C 2.6444 1.2290 0.3187  -0.07
O 1.3423 0.8803 0.8096  -0.14
C 1.0217 -0.3851 0.7204  -0.05
C -0.3941 -0.5381 1.2246  -0.22
C -1.2630 -1.0366 0.0581  -0.20
C -1.5156 0.0712 -0.9609  -0.29
O -2.2028 -0.3805 -2.1095  -0.07
H 2.5130 1.8950 -0.5378  0.09
H 3.1706 0.3173 0.0273  0.08
H 3.1729 1.7559 1.1165  0.09
H -0.7489 -1.8740 -0.4343  0.11
H -0.3721 -1.3113 2.0034  0.11
H -0.8127 0.3840 1.6561  0.11
H -2.2231 -1.4134 0.4269  0.12
H -2.1515 0.8447 -0.5165  0.13
H -0.5628 0.5559 -1.2316  0.11
H -1.6183 -0.9943 -2.5712  0.09



Entry 3:
The following is a quantum chemistry calculation of the ion C9H18NO with charge +1 at a distorted geometry, from the OMol25 dataset.

As for the total charge: +1. As for the total energy: -483.3199 Eh. Its HOMO energy is -12.96 eV. The calculation puts the LUMO energy at -3.856 eV.

Each line ends with the Löwdin charge.
Positions of all 29 atoms, in Å:
C -1.1223 0.0864 -2.0462  -0.01
C -0.2150 -0.8649 -1.7249  -0.13
C -1.6092 1.1794 -1.1011  -0.13
C -0.5354 1.7070 -0.1578  -0.30
C 0.1218 0.7926 0.7981  -0.06
C 0.4616 2.3646 -1.0579  -0.08
C -0.7953 -1.9346 0.3178  0.01
C 1.6171 -1.6580 -0.3719  0.00
C 0.0907 0.1125 3.0348  0.03
N 0.2217 -1.1324 -0.4174  -0.23
O -0.5438 0.3072 1.7684  -0.08
H -1.5726 0.2663 -3.0322  0.13
H 0.1474 -1.6075 -2.3662  0.11
H -2.0625 2.0518 -1.4891  0.12
H -2.4018 0.6578 -0.7067  0.10
H -0.9001 2.6264 0.4143  0.19
H 1.1561 0.7439 1.0236  0.14
H 1.4464 2.7517 -0.5317  0.14
H 0.1559 3.1151 -1.7820  0.10
H 0.8923 1.7252 -1.8019  0.07
H -1.3395 -2.3758 -0.5791  0.14
H -0.4405 -2.5856 1.0418  0.08
H -1.4536 -1.2373 0.7060  0.06
H 1.7492 -1.9167 0.6404  0.07
H 1.6477 -2.6305 -1.0227  0.15
H 2.2488 -0.8879 -0.5463  0.06
H 0.9081 -0.5142 2.7373  0.09
H -0.5716 -0.5776 3.7384  0.16
H 0.3098 0.9566 3.5808  0.08



Entry 4:
The following is a quantum chemistry calculation of a cluster of 4 separate species, C16H32N6O5PS in total at a distorted geometry, from the OMol25 dataset.

As for the total charge: +1. As for the total energy: -2072.7288 Eh. Its HOMO energy is -11.14 eV. The calculation puts the LUMO energy at -4.227 eV.

Each line ends with the Löwdin charge.
Positions of all 61 atoms, in Å:
C -2.6132 3.2034 -4.1964  -0.15
C -1.8236 2.4095 -3.1726  -0.43
P -1.4297 0.7007 -3.7522  0.98
C -3.0146 -0.0699 -4.2467  -0.27
C -1.0135 -0.0776 -2.1324  -0.39
C 0.3284 -0.0328 -1.7273  0.02
C 0.6600 -0.6122 -0.5161  0.00
C -0.3628 -1.2196 0.2017  -0.50
S -0.0357 -2.0286 1.7513  0.89
N -1.5983 -1.2206 -0.2958  -0.17
O -2.6116 -1.7974 0.3812  -0.07
N -2.6417 -3.2903 0.0132  0.10
O -3.4506 -3.7907 0.6091  0.18
N -1.9633 -0.6639 -1.4360  0.17
H -2.0807 3.3019 -5.1351  0.08
H -2.8146 4.1918 -3.8007  0.08
H -3.5743 2.7402 -4.3857  0.05
H -2.3647 2.3419 -2.2300  0.08
H -0.8756 2.8879 -2.9472  0.07
H -2.8390 -0.5985 -5.1748  0.03
H -3.3449 -0.7955 -3.5111  0.03
H -3.7884 0.6630 -4.4307  0.03
H 1.0945 0.4621 -2.3375  0.07
H 1.6637 -0.5923 -0.1362  0.10
H -0.3702 -1.0159 2.5559  -0.10
C 3.1366 0.8411 -4.1381  -0.32
O 2.6716 1.1112 -3.0319  -0.04
N 4.3891 1.0935 -4.5018  -0.19
C 4.8927 0.7590 -5.8239  -0.04
C 5.2844 1.7278 -3.5421  -0.03
H 2.5323 0.3646 -4.9243  0.14
H 5.7275 0.0628 -5.7417  0.09
H 5.2323 1.6603 -6.3344  0.09
H 4.1053 0.2964 -6.4138  0.09
H 5.3792 1.1078 -2.6515  0.09
H 4.8865 2.6964 -3.2423  0.10
H 6.2609 1.8613 -3.9974  0.09
C -2.9948 -2.8017 6.5364  -0.36
O -3.0410 -3.2728 7.6500  0.03
N -2.9193 -3.5285 5.4007  -0.20
C -2.8600 -2.9092 4.0955  -0.08
C -2.8972 -4.9793 5.5065  -0.04
H -3.0084 -1.7118 6.3520  0.13
H -3.7128 -3.2228 3.4889  0.08
H -1.9385 -3.1973 3.5868  0.04
H -2.8849 -1.8253 4.1973  0.08
H -3.8003 -5.3351 6.0014  0.10
H -2.0401 -5.3015 6.0976  0.09
H -2.8351 -5.4127 4.5114  0.08
C 2.5758 1.0396 2.6844  -0.33
O 2.2615 0.5748 1.5968  -0.03
N 1.8662 1.9565 3.3503  -0.19
C 2.2891 2.4707 4.6439  -0.04
C 0.6400 2.4635 2.7561  -0.03
H 3.4937 0.7322 3.2061  0.14
H 1.5305 2.2629 5.3993  0.09
H 2.4458 3.5481 4.5874  0.09
H 3.2202 1.9963 4.9424  0.09
H -0.0698 1.6504 2.5924  0.08
H 0.8511 2.9263 1.7919  0.10
H 0.1945 3.1980 3.4201  0.09